{"formula": "C21H8ClF8N4O3Ti", "method": "ωB97M-V/def2-TZVPD", "species": ["Ti", "Cl", "C", "C", "C", "C", "O", "C", "C", "O", "C", "H", "H", "H", "H", "N", "C", "N", "C", "N", "F", "C", "C", "F", "C", "F", "C", "O", "C", "F", "C", "F", "F", "C", "F", "F", "C", "C", "C", "N", "C", "C", "H", "H", "H", "H"], "coordinates": [[0.63681, -0.48660, -0.53645], [-1.62720, -4.06449, 5.44591], [-1.06842, -2.98579, 4.20937], [-0.49566, -1.75605, 4.57511], [-0.04674, -0.87616, 3.62522], [-0.14155, -1.18496, 2.25284], [0.27553, -0.32990, 1.36212], [-0.71948, -2.43105, 1.89516], [-0.86661, -2.82098, 0.53108], [-0.50615, -2.15917, -0.45607], [-1.18074, -3.31909, 2.89180], [-0.41311, -1.50951, 5.62543], [0.39309, 0.07128, 3.90481], [-1.35413, -3.78324, 0.33577], [-1.61973, -4.26555, 2.60151], [-1.46129, 2.38381, -5.08610], [-0.74954, 1.48541, -4.93613], [0.07350, 0.44666, -4.79640], [0.46879, 0.17904, -3.62353], [0.86389, -0.11194, -2.55480], [6.84320, 1.57878, 0.14672], [5.74315, 0.83695, 0.00784], [4.49614, 1.43484, -0.02562], [4.36842, 2.75605, 0.07954], [3.39084, 0.62673, -0.16969], [2.13153, 1.18879, -0.20867], [3.43233, -0.75853, -0.28657], [2.32185, -1.45873, -0.42699], [4.70739, -1.32781, -0.24818], [4.84308, -2.65018, -0.35042], [5.83793, -0.54271, -0.10414], [7.03949, -1.11595, -0.07135], [-5.31147, 3.58202, -0.34178], [-4.98265, 2.83703, -1.41343], [-5.96165, 1.93344, -1.58223], [-4.97227, 3.63830, -2.47905], [-3.65507, 2.15397, -1.19728], [-2.52832, 2.53783, -1.89484], [-1.34654, 1.85715, -1.64512], [-1.25580, 0.84598, -0.77956], [-2.35368, 0.50166, -0.09454], [-3.56964, 1.12554, -0.26991], [-2.55207, 3.31158, -2.64773], [-0.44407, 2.12837, -2.17318], [-2.24884, -0.30716, 0.61618], [-4.43450, 0.80432, 0.29334]], "nbo_charge": [1.6139, 0.0171, -0.0949, -0.1419, -0.2689, 0.4309, -0.7199, -0.2983, 0.4441, -0.5929, -0.1380, 0.2366, 0.2375, 0.1671, 0.2311, -0.4536, 0.4330, -0.6387, 0.6831, -0.7170, -0.2835, 0.2475, 0.2837, -0.2826, 0.2614, -0.3018, 0.2156, -0.7085, 0.2851, -0.2859, 0.2873, -0.2825, -0.3172, 0.9685, -0.3158, -0.3050, -0.0955, -0.1542, 0.0586, -0.4853, 0.0583, -0.2130, 0.2621, 0.2223, 0.2080, 0.2422], "multiplicity": 2, "total_energy_ha": -3358.50788, "orbital_gap_ev": [7.555, 7.423], "homo_energy_ev": [-8.91, -8.97], "s_squared": 0.753}

=====

{"formula": "C21H9BrCl5N3OReSbSe4", "method": "ωB97M-V/def2-TZVPD", "species": ["Re", "Br", "C", "C", "C", "C", "C", "C", "N", "N", "C", "C", "C", "C", "O", "C", "N", "C", "C", "C", "C", "H", "H", "H", "H", "H", "H", "H", "H", "H", "Cl", "C", "C", "C", "Cl", "C", "Cl", "C", "Cl", "C", "Cl", "Se", "Sb", "Se", "Se", "Se"], "coordinates": [[-1.88164, 2.38917, -1.72688], [0.02806, -6.22896, 6.46867], [0.58978, -5.38172, 4.90271], [-0.07417, -4.22234, 4.46998], [0.32659, -3.60171, 3.32019], [1.41686, -4.13019, 2.58643], [2.09048, -5.28131, 3.04438], [1.67051, -5.90896, 4.18863], [1.86127, -3.59341, 1.42692], [1.48228, -2.60188, 0.85663], [0.60405, -1.90319, 0.23096], [-0.51778, -2.54211, -0.43033], [-1.43642, -1.83723, -1.12142], [-1.32003, -0.41260, -1.20612], [-2.12385, 0.34824, -1.81873], [-0.20516, 0.23152, -0.59290], [-0.20796, 1.56988, -0.77497], [0.84087, 2.25680, -0.30831], [1.89729, 1.63664, 0.33928], [1.88691, 0.26724, 0.54366], [0.79742, -0.46304, 0.08116], [-0.90568, -3.83885, 5.04437], [-0.19617, -2.72305, 2.96194], [2.93852, -5.65210, 2.48364], [2.16244, -6.80204, 4.54606], [-0.60308, -3.61861, -0.35516], [-2.27616, -2.33425, -1.58906], [0.81509, 3.32906, -0.43810], [2.71692, 2.24419, 0.69559], [2.71447, -0.22871, 1.03473], [-3.22825, 3.76867, -2.94544], [-1.76013, 3.96602, -3.89523], [-0.73313, 3.27658, -3.25995], [0.50304, 3.31485, -3.89290], [1.86520, 2.50464, -3.22933], [0.65958, 4.00561, -5.10514], [2.17975, 4.03115, -5.88747], [-0.41994, 4.67870, -5.69064], [-0.22658, 5.50761, -7.16570], [-1.67847, 4.66878, -5.07016], [-3.03049, 5.47850, -5.73060], [-2.84619, 1.90340, 3.89846], [-1.17069, 3.93339, 4.46275], [-2.95545, 2.78483, 0.33471], [-2.35856, 1.11607, 1.81593], [0.10861, 4.09474, 2.49673]], "nbo_charge": [0.7810, 0.2280, 0.0150, -0.2584, -0.0914, -0.0125, -0.0711, -0.2531, 0.0632, -0.0052, 0.1788, -0.1715, -0.1895, 0.4283, -0.4941, 0.0848, -0.3971, 0.1190, -0.2031, -0.1154, -0.0278, 0.2582, 0.2240, 0.2592, 0.2656, 0.2532, 0.2721, 0.2481, 0.2618, 0.2444, 0.2247, 0.0498, -0.4417, -0.0237, 0.0571, -0.0891, 0.1126, -0.0427, 0.1388, -0.1422, 0.1161, -0.2392, 0.8954, 0.0935, -0.0578, -0.5464], "multiplicity": 1, "charge": 2, "total_energy_ha": -15843.75257, "orbital_gap_ev": [4.519, 4.520], "homo_energy_ev": [-12.77, -12.77]}

=====

{"formula": "C22H12BrCl2F3MnN2O3", "method": "ωB97M-V/def2-TZVPD", "species": ["Mn", "Cl", "C", "C", "C", "Cl", "C", "C", "C", "C", "N", "C", "C", "O", "H", "H", "H", "H", "F", "C", "F", "F", "C", "C", "C", "N", "C", "C", "H", "H", "H", "H", "Br", "C", "C", "C", "C", "C", "C", "C", "O", "O", "H", "H", "H", "H"], "coordinates": [[-0.17932, -0.15072, 0.12292], [-3.04018, 3.59381, 2.13560], [-1.63009, 2.90934, 2.69589], [-0.97224, 3.53458, 3.77605], [0.10412, 2.88286, 4.35012], [0.84723, 3.78093, 5.52011], [0.69668, 1.73833, 3.77903], [1.83287, 1.07114, 4.35837], [2.47689, 0.10893, 3.61533], [1.88388, -0.38029, 2.38374], [0.75187, 0.14183, 1.93179], [0.13698, 1.16405, 2.63009], [-1.00135, 1.82329, 1.99190], [-1.42928, 1.37758, 0.86935], [-1.41092, 4.43749, 4.23339], [2.17519, 1.40322, 5.41601], [3.29898, -0.43019, 4.05431], [2.35766, -1.10179, 1.73292], [-4.38388, -5.57992, -1.80901], [-4.30792, -4.87700, -0.61957], [-5.61346, -4.37357, -0.48007], [-4.09184, -5.82229, 0.41877], [-3.25102, -3.83169, -0.52638], [-2.77891, -3.13071, -1.61212], [-1.81103, -2.19922, -1.35960], [-1.31344, -1.94657, -0.10819], [-1.72824, -2.61249, 0.98052], [-2.77795, -3.57580, 0.81395], [-3.09802, -3.25361, -2.64852], [-1.37263, -1.61215, -2.15862], [-1.24334, -2.33415, 1.97563], [-3.03030, -4.29048, 1.63205], [5.80202, 0.84197, -4.38749], [4.02557, 1.52924, -4.16340], [3.34751, 2.42452, -5.05226], [1.97539, 2.65169, -4.86123], [1.28473, 2.05245, -3.81415], [1.97099, 1.24806, -2.86837], [3.31836, 0.94614, -3.11742], [1.13778, 0.55072, -1.80073], [-0.12229, 0.31959, -1.99933], [1.74532, 0.20676, -0.73527], [3.96352, 2.95775, -5.81364], [1.35855, 3.35038, -5.49828], [0.24680, 2.16639, -3.64866], [3.84876, 0.28956, -2.33555]], "nbo_charge": [1.5832, 0.0545, -0.1802, -0.1684, -0.1473, 0.0334, -0.0949, -0.1010, -0.2818, 0.0884, -0.5638, 0.0732, 0.3603, -0.8084, 0.2388, 0.2449, 0.2265, 0.2131, -0.3144, 0.9762, -0.3219, -0.3360, -0.0975, -0.2099, 0.0630, -0.5618, 0.0621, -0.2018, 0.2561, 0.2489, 0.2334, 0.2623, 0.0582, -0.0790, -0.2224, -0.2160, -0.1699, -0.1342, -0.2179, 0.7486, -0.7830, -0.7578, 0.2349, 0.2283, 0.2343, 0.2467], "multiplicity": 6, "total_energy_ha": -6125.87564, "orbital_gap_ev": [6.159, 6.123], "homo_energy_ev": [-7.20, -7.26], "s_squared": 8.756}

=====

{"formula": "C22H12Co2O10S2", "method": "ωB97M-V/def2-TZVPD", "species": ["O", "C", "Co", "C", "O", "C", "O", "C", "C", "C", "C", "C", "C", "C", "C", "C", "Co", "C", "O", "C", "O", "C", "O", "H", "H", "H", "H", "H", "H", "H", "C", "C", "C", "C", "C", "C", "S", "O", "O", "C", "S", "O", "O", "H", "H", "H", "H", "H"], "coordinates": [[0.34222, -7.27783, 0.49214], [0.43122, -6.20596, 0.90095], [0.51829, -4.54340, 1.50489], [1.83343, -5.16951, 2.50040], [2.72416, -5.53845, 3.13911], [1.14957, -3.78526, 0.01366], [1.61008, -3.33899, -0.94042], [0.48100, -2.97431, 2.64194], [0.35045, -1.76612, 1.96171], [0.98688, -0.69260, 1.43589], [0.64876, 0.64018, 1.88462], [1.67216, 1.59122, 2.14114], [1.36227, 2.93492, 2.18892], [0.02036, 3.34537, 2.14980], [-1.01397, 2.40317, 2.08646], [-0.70122, 1.05355, 2.00235], [-1.15731, -2.75231, 1.93731], [-1.40384, -4.56683, 1.39822], [-2.30355, -5.28570, 1.15875], [-1.88301, -2.19696, 0.38000], [-2.43335, -2.00946, -0.61689], [-2.61100, -2.21333, 2.84625], [-3.56661, -1.81283, 3.35467], [0.87268, -3.10614, 3.64815], [1.91940, -0.85591, 0.87678], [2.70553, 1.23230, 2.16663], [2.18019, 3.65764, 2.24496], [-0.20314, 4.40791, 2.11489], [-2.06702, 2.70207, 2.10297], [-1.49689, 0.31025, 1.92618], [-0.03230, 4.12219, -4.61084], [0.83961, 3.77241, -3.58309], [0.50028, 2.68847, -2.77841], [-0.69829, 2.01489, -2.90967], [-1.55883, 2.34587, -3.96190], [-1.21834, 3.40447, -4.81545], [-0.89982, 0.66189, -1.73155], [-2.02456, 1.00499, -0.88575], [-0.88476, -0.56388, -2.50291], [0.56903, 0.77157, -0.84791], [1.47545, 2.12592, -1.37493], [2.76498, 1.64876, -1.83130], [1.40726, 3.26605, -0.48641], [0.21483, 4.95955, -5.25482], [1.77969, 4.29038, -3.40287], [-2.46613, 1.76455, -4.12330], [-1.87604, 3.68608, -5.64474], [1.14019, -0.15082, -0.89663]], "nbo_charge": [-0.5375, 0.5759, -0.1304, 0.5450, -0.5562, 0.5355, -0.5078, -0.4389, -0.0726, -0.3846, 0.0127, -0.2637, -0.1795, -0.2747, -0.2212, -0.1668, -0.0915, 0.4130, -0.5961, 0.5337, -0.5118, 0.5119, -0.5697, 0.1938, 0.1885, 0.1952, 0.1932, 0.1849, 0.1952, 0.2040, -0.2264, -0.2281, -0.1934, -0.3209, -0.1805, -0.2352, 2.1764, -0.9548, -0.9657, -1.1713, 2.1685, -0.9853, -0.9688, 0.1955, 0.2232, 0.2211, 0.1981, 0.2680], "multiplicity": 1, "charge": -2, "total_energy_ha": -5159.71300, "orbital_gap_ev": 5.066, "homo_energy_ev": -0.56}